The following is a quantum chemistry calculation of a molecular structure, C25H18BrN3RhS, from the Open Molecules 2025 dataset.

Results
* ΔE to the lowest compared entry with this formula, charge and spin: 0.0 kJ/mol
* net charge: +1
* HOMO-LUMO gap: 6.5 eV
* E_HOMO: -10.599 eV

Last column: Mulliken charge in e.
Geometry (Å):
Rh  0.8257  0.5598  -0.4769  -0.7703
C  0.1618  1.3090  3.6564  -0.7600
C  -0.7243  0.2915  3.9857  -0.8674
C  -1.1617  -0.5842  3.0063  -0.7165
C  -0.7012  -0.4472  1.6993  0.4546
C  0.2069  0.5676  1.3718  0.4660
C  0.6264  1.4533  2.3530  -0.2756
C  -1.1034  -1.2853  0.5740  1.5466
C  -2.0173  -2.3605  0.6325  -1.1867
C  -2.2988  -3.0572  -0.5020  -0.9543
C  -1.6798  -2.7085  -1.7263  1.0958
C  -1.9355  -3.3894  -2.9377  -0.8456
C  -1.3214  -2.9982  -4.0933  -0.6294
C  -0.4303  -1.9058  -4.0861  -0.7465
C  -0.1609  -1.2283  -2.9291  -0.4667
C  -0.7790  -1.6249  -1.7261  0.2443
N  -0.5185  -0.9447  -0.5666  0.2643
H  0.4816  2.0078  4.4190  0.4281
H  -1.0858  0.1938  5.0000  0.4287
H  -1.8673  -1.3640  3.2626  0.4520
H  1.2877  2.2739  2.1019  0.4037
H  -2.4851  -2.6117  1.5724  0.4646
H  -2.9995  -3.8827  -0.4828  0.4452
H  -2.6288  -4.2209  -2.9315  0.4241
H  -1.5204  -3.5183  -5.0200  0.4115
H  0.0398  -1.5959  -5.0097  0.4302
H  0.5063  -0.3730  -2.9408  0.5237
Br  -3.6916  5.3240  -1.7796  -0.1787
C  -2.4366  3.9618  -1.4027  0.0805
C  -2.7310  2.6476  -1.7187  -0.8431
C  -1.8048  1.6522  -1.4371  -0.0694
C  -0.5695  1.9427  -0.8556  0.8577
C  -0.3111  3.2785  -0.5407  -0.0747
C  -1.2284  4.2838  -0.8095  -0.8742
H  -3.6770  2.3987  -2.1799  0.4358
H  -2.0753  0.6387  -1.7017  0.2884
H  0.6179  3.5672  -0.0622  0.1649
H  -1.0019  5.3109  -0.5576  0.4252
S  2.8124  2.0095  -0.4131  -0.3289
C  3.3639  0.6790  0.4467  0.2394
N  4.3310  0.7663  1.4024  0.0250
C  4.7045  -0.2817  2.1682  -0.1024
C  4.0811  -1.4792  2.0070  -0.8382
C  3.0679  -1.5359  1.0368  0.2020
N  2.7450  -0.5156  0.2752  -0.2635
H  4.7514  1.6768  1.5424  0.2860
H  5.4866  -0.0966  2.8905  0.4232
H  4.3443  -2.3366  2.6051  0.4252
H  2.5041  -2.4482  0.8778  0.4553


The following is a quantum chemistry calculation of 5 unconnected molecules or ions with the total composition C5H20O5, from the Open Molecules 2025 dataset.

Results
* ΔE to the lowest compared entry with this formula, charge and spin: 220.6 kJ/mol
* net charge: 0
* HOMO-LUMO gap: 10.2 eV
* SMILES: CO.CO.CO.CO.CO
* E_HOMO: -9.555 eV

Last column: Mulliken charge in e.
Geometry (Å):
C  -3.2371  -1.1029  -1.9544  -0.4810
O  -3.6415  -2.2622  -1.2635  -0.5523
H  -4.0270  -0.6855  -2.5787  0.3251
H  -2.9737  -0.3241  -1.2388  0.1055
H  -2.3166  -1.3433  -2.4864  0.2618
H  -3.9251  -2.8674  -1.9526  0.3173
C  -0.1905  -3.3087  -0.9802  -0.7763
O  -0.9176  -2.4718  -0.0926  -0.5356
H  0.8630  -3.3574  -0.7044  0.3008
H  -0.5729  -4.3097  -1.1795  0.3237
H  -0.0493  -2.8039  -1.9359  0.3037
H  -1.7748  -2.3440  -0.5054  0.3398
C  1.6834  2.7987  3.4246  -0.2967
O  0.6673  3.7476  3.8142  -0.5333
H  1.2374  1.9384  2.9256  -0.0076
H  2.4301  3.2895  2.8004  0.2591
H  2.3189  2.5034  4.2595  0.2881
H  0.9449  4.6654  3.7671  0.3092
C  -0.4877  0.6726  1.1129  -0.3158
O  0.3995  -0.1685  0.3925  -0.4836
H  -0.6635  0.1868  2.0726  0.3114
H  0.0981  1.5858  1.2172  0.0077
H  -1.3697  0.8285  0.4917  0.1151
H  0.0726  -1.0412  0.6231  0.3186
C  2.8775  1.1999  -1.7792  -0.6736
O  2.0767  0.0978  -1.6760  -0.4580
H  2.2930  2.0796  -1.5097  0.2621
H  3.8132  1.2238  -1.2206  0.2398
H  2.9690  1.3996  -2.8468  0.2716
H  1.4024  0.1732  -0.9968  0.4535


The following is a quantum chemistry calculation of a molecular structure, C27H48Cl2O21, from the Open Molecules 2025 dataset.

Results
* ΔE to the lowest compared entry with this formula, charge and spin: 1813.8 kJ/mol
* net charge: 0
* HOMO-LUMO gap: 7.3 eV
* E_HOMO: -7.527 eV

Last column: Mulliken charge in e.
Geometry (Å):
Cl  -0.4179  -3.2274  -2.5730  -0.2547
C  -0.4240  -3.3758  -0.7823  0.1981
C  1.0824  -3.3828  -0.2397  0.5296
Cl  1.9773  -4.8810  -0.5729  -0.2364
H  -0.7416  -4.3451  -0.3980  0.6183
H  -1.0126  -2.5418  -0.4000  -0.2260
H  0.9751  -3.3987  0.8449  -0.0675
H  1.5802  -2.4720  -0.5725  0.0718
C  -0.5870  1.3469  -3.8647  -0.3064
C  0.3009  0.3509  -4.5360  -0.4991
O  0.8684  -0.3563  -3.4917  -0.2470
C  0.2179  -0.1407  -2.3286  -0.4110
O  0.3055  -0.9069  -1.3354  0.0378
O  -0.7262  0.8000  -2.5654  -0.2850
H  -1.5103  1.3971  -4.4417  0.4717
H  -0.2021  2.3593  -3.7417  0.1201
H  0.9693  0.8943  -5.2039  0.1660
H  -0.3769  -0.2207  -5.1700  0.4184
C  2.2322  3.1893  -4.3262  -0.5355
C  2.8449  4.1027  -3.3276  -0.5596
O  3.1504  3.3236  -2.1467  -0.4899
C  2.7295  2.0517  -2.3235  0.4891
O  2.8306  1.1484  -1.5139  -0.2700
O  2.2023  1.9627  -3.5689  0.2563
H  2.9338  3.0657  -5.1512  0.2624
H  1.3741  3.6433  -4.8220  0.5446
H  2.1740  4.8908  -2.9859  0.3579
H  3.7497  4.4949  -3.7921  0.1789
C  2.3319  0.1343  -0.1319  0.7904
C  1.1797  1.0674  -0.3525  0.2726
O  0.0259  0.3363  0.0498  0.1215
C  0.3014  -0.8092  0.6378  0.7896
O  -0.4566  -1.6385  1.0883  -0.9588
O  1.6765  -0.8463  0.7055  -0.6199
H  3.1857  0.6506  0.3069  0.6983
H  2.7010  -0.3485  -1.0368  0.2071
H  1.1350  1.3325  -1.4089  -0.4855
H  1.1862  1.9665  0.2636  -0.7396
C  -2.0123  -0.0661  1.8650  0.4524
C  -3.4605  -0.3666  2.2843  -1.8350
O  -4.2899  -0.6495  1.2050  -0.0124
C  -5.6130  -0.8693  1.4103  0.5547
O  -6.1757  -1.2044  2.4590  -0.6197
O  -6.2401  -0.8161  0.2329  -0.3201
C  -7.6153  -1.1190  0.0148  -0.7137
H  -1.9259  0.7104  1.1050  0.9874
H  -1.4414  -0.9058  1.4686  -1.1454
H  -1.6362  0.3721  2.7895  0.5795
H  -3.6898  0.6382  2.6391  0.5315
H  -3.5286  -1.0671  3.1166  0.1281
H  -7.6446  -1.4618  -1.0195  0.2627
H  -8.1809  -0.1952  -0.1064  0.2898
H  -8.1426  -1.8022  0.6805  0.3205
C  -2.7152  -3.9987  5.2271  -1.6752
C  -2.5217  -2.7046  4.5123  0.3234
O  -1.2418  -2.6740  3.8280  -0.3938
C  -0.5665  -1.5098  3.4992  0.4372
O  -0.9754  -0.3079  3.6468  0.0141
O  0.7127  -1.9034  3.1733  -0.3042
C  1.7441  -0.9276  3.0455  -0.6205
H  -2.7962  -4.7996  4.4921  0.3356
H  -3.5461  -3.9980  5.9326  0.4106
H  -1.8373  -4.1873  5.8449  0.3794
H  -2.5750  -1.8459  5.1816  -0.0936
H  -3.2898  -2.4144  3.7953  0.7543
H  2.7389  -1.2571  2.7457  0.3552
H  1.8861  -0.2511  3.8883  0.4187
H  1.4411  -0.3093  2.2006  0.1495
C  3.0549  -1.6179  -2.9024  -1.9361
C  3.2116  -0.8187  -4.1885  0.1009
O  4.1352  0.1286  -3.9595  -0.2488
C  4.4196  1.1526  -4.8330  0.7018
O  3.8514  1.4358  -5.8853  -0.6597
O  5.5235  1.8121  -4.3601  -0.2966
C  6.1080  2.9051  -5.0813  -0.5341
H  2.3307  -2.4062  -3.1079  0.4050
H  2.6339  -1.0044  -2.1059  0.1762
H  3.9360  -2.0247  -2.4061  0.4623
H  2.2702  -0.4425  -4.5888  -0.0413
H  3.5447  -1.4524  -5.0105  0.6529
H  7.1092  3.1719  -4.7428  0.2700
H  5.4230  3.7455  -4.9695  0.1683
H  6.2500  2.6586  -6.1335  0.3056
C  -0.3690  2.0864  1.4424  -0.7019
C  -0.4598  2.5190  2.8998  -1.3293
O  -1.4769  1.7978  3.4274  -0.1677
C  -1.4489  1.4208  4.6960  0.7313
O  -0.5266  1.7024  5.5166  -0.7080
O  -2.5632  0.7243  4.9240  -0.1057
C  -3.0071  0.3554  6.1935  -0.8387
H  -1.3712  2.2628  1.0518  0.5656
H  -0.1379  1.0300  1.3057  0.1680
H  0.4187  2.7037  1.0105  0.6613
H  -0.5357  3.6032  2.9829  0.4608
H  0.5105  2.2605  3.3239  0.3574
H  -3.8758  0.9309  6.5132  0.2581
H  -2.2077  0.2984  6.9323  0.4440
H  -3.3790  -0.6655  6.1060  0.3186


Repeat the first record exactly.
The following is a quantum chemistry calculation of a molecular structure, C25H18BrN3RhS, from the Open Molecules 2025 dataset.

Results
* ΔE to the lowest compared entry with this formula, charge and spin: 0.0 kJ/mol
* net charge: +1
* HOMO-LUMO gap: 6.5 eV
* E_HOMO: -10.599 eV

Last column: Mulliken charge in e.
Geometry (Å):
Rh  0.8257  0.5598  -0.4769  -0.7703
C  0.1618  1.3090  3.6564  -0.7600
C  -0.7243  0.2915  3.9857  -0.8674
C  -1.1617  -0.5842  3.0063  -0.7165
C  -0.7012  -0.4472  1.6993  0.4546
C  0.2069  0.5676  1.3718  0.4660
C  0.6264  1.4533  2.3530  -0.2756
C  -1.1034  -1.2853  0.5740  1.5466
C  -2.0173  -2.3605  0.6325  -1.1867
C  -2.2988  -3.0572  -0.5020  -0.9543
C  -1.6798  -2.7085  -1.7263  1.0958
C  -1.9355  -3.3894  -2.9377  -0.8456
C  -1.3214  -2.9982  -4.0933  -0.6294
C  -0.4303  -1.9058  -4.0861  -0.7465
C  -0.1609  -1.2283  -2.9291  -0.4667
C  -0.7790  -1.6249  -1.7261  0.2443
N  -0.5185  -0.9447  -0.5666  0.2643
H  0.4816  2.0078  4.4190  0.4281
H  -1.0858  0.1938  5.0000  0.4287
H  -1.8673  -1.3640  3.2626  0.4520
H  1.2877  2.2739  2.1019  0.4037
H  -2.4851  -2.6117  1.5724  0.4646
H  -2.9995  -3.8827  -0.4828  0.4452
H  -2.6288  -4.2209  -2.9315  0.4241
H  -1.5204  -3.5183  -5.0200  0.4115
H  0.0398  -1.5959  -5.0097  0.4302
H  0.5063  -0.3730  -2.9408  0.5237
Br  -3.6916  5.3240  -1.7796  -0.1787
C  -2.4366  3.9618  -1.4027  0.0805
C  -2.7310  2.6476  -1.7187  -0.8431
C  -1.8048  1.6522  -1.4371  -0.0694
C  -0.5695  1.9427  -0.8556  0.8577
C  -0.3111  3.2785  -0.5407  -0.0747
C  -1.2284  4.2838  -0.8095  -0.8742
H  -3.6770  2.3987  -2.1799  0.4358
H  -2.0753  0.6387  -1.7017  0.2884
H  0.6179  3.5672  -0.0622  0.1649
H  -1.0019  5.3109  -0.5576  0.4252
S  2.8124  2.0095  -0.4131  -0.3289
C  3.3639  0.6790  0.4467  0.2394
N  4.3310  0.7663  1.4024  0.0250
C  4.7045  -0.2817  2.1682  -0.1024
C  4.0811  -1.4792  2.0070  -0.8382
C  3.0679  -1.5359  1.0368  0.2020
N  2.7450  -0.5156  0.2752  -0.2635
H  4.7514  1.6768  1.5424  0.2860
H  5.4866  -0.0966  2.8905  0.4232
H  4.3443  -2.3366  2.6051  0.4252
H  2.5041  -2.4482  0.8778  0.4553


Q: What is the ΔE to the lowest compared entry with this formula, charge and spin in the first record?
A: 0.0 kJ/mol